[1]
C35H74F17N2O19P2S11 | the ωB97M-V functional and the def2-TZVPD basis

As for the net charge: +1. The max |F| is 3.67 eV/Å. The orbital gap is 4.74 eV. Its electronic energy is -9676.71522 Eh.

Last column: Mulliken charge in e.
Atoms and positions in Å:
C -0.917 1.275 2.823  -1.251
C -1.232 2.726 2.342  0.150
O -2.285 2.688 1.386  -0.517
C 0.041 3.373 1.679  -0.897
N -0.224 4.071 0.395  -0.021
C 1.057 4.605 -0.087  -0.768
C 1.216 4.636 -1.613  -0.702
O 0.957 3.395 -2.284  -0.243
C 1.474 2.284 -1.730  -0.418
C 2.963 1.903 -1.937  -0.333
P 4.284 3.258 -1.802  1.155
O 4.373 4.005 -3.047  -0.698
N 3.129 0.651 -2.153  0.620
S 4.671 -0.108 -2.371  1.257
O 5.170 -0.367 -1.071  -0.638
O 5.581 0.721 -3.052  -0.585
C 4.539 -1.673 -3.395  0.296
F 3.765 -1.522 -4.435  -0.196
F 5.735 -1.807 -3.883  -0.221
C 4.223 -2.979 -2.578  0.738
F 5.382 -3.558 -2.314  -0.302
F 3.642 -2.750 -1.399  -0.230
C 3.392 -4.039 -3.369  0.526
F 3.448 -5.147 -2.650  -0.258
F 3.982 -4.295 -4.507  -0.259
F 2.137 -3.722 -3.488  -0.108
C 1.770 0.015 -2.110  -0.234
F 1.661 -1.129 -2.820  -0.349
C 1.683 -0.545 -0.615  -1.071
O 0.988 -1.773 -0.665  -0.220
O 1.071 -2.323 0.610  -0.238
C 0.731 1.061 -2.478  1.480
P -0.895 0.976 -1.480  1.321
O -2.075 1.274 -2.296  -0.655
S 0.536 1.390 -4.247  1.634
O 1.779 1.958 -4.680  -0.812
O -0.505 2.282 -4.564  -0.604
C 0.284 -0.134 -5.267  0.357
F -0.029 0.310 -6.466  -0.241
F 1.391 -0.823 -5.443  -0.211
C -0.859 -1.106 -4.832  0.672
F -0.518 -2.310 -5.303  -0.354
F -0.986 -1.251 -3.504  -0.116
C -2.267 -0.817 -5.427  0.534
F -2.611 0.458 -5.387  -0.202
F -2.366 -1.226 -6.683  -0.297
C -3.391 -1.603 -4.648  0.558
F -4.470 -1.553 -5.431  -0.301
F -3.732 -1.012 -3.541  -0.142
F -3.106 -2.871 -4.482  -0.243
H -0.528 1.313 3.843  0.301
H -0.169 0.781 2.184  0.251
H -1.830 0.648 2.819  0.240
H -1.466 3.331 3.219  0.663
H -3.005 3.242 1.708  0.333
H 0.823 2.609 1.553  0.169
H 0.466 4.116 2.378  0.602
H -0.886 4.813 0.582  0.329
H 1.922 4.092 0.353  0.224
H 1.134 5.654 0.233  0.541
H 0.474 5.340 -1.997  0.581
H 2.177 5.107 -1.863  0.500
H 1.299 2.066 -0.661  -0.488
H 5.478 2.607 -1.439  -0.091
H 3.856 4.052 -0.711  0.134
H 2.690 -0.667 -0.201  0.885
H 1.103 0.115 0.048  -0.208
H 1.896 -2.838 0.632  0.242
H -0.803 1.717 -0.277  -0.466
H -0.960 -0.395 -1.115  -0.041
C -5.348 -4.677 -2.831  -0.963
S -6.754 -5.595 -2.183  0.371
O -6.373 -6.095 -0.833  -0.507
C -6.614 -6.980 -3.322  -0.999
H -5.225 -3.777 -2.230  0.193
H -4.447 -5.288 -2.765  0.387
H -5.543 -4.399 -3.867  0.441
H -5.631 -7.440 -3.223  0.304
H -6.767 -6.626 -4.342  0.379
H -7.385 -7.706 -3.070  0.345
C -2.821 -2.348 0.114  -0.366
S -3.577 -2.226 1.728  0.327
O -2.645 -1.430 2.582  -0.463
C -3.357 -3.955 2.161  -0.904
H -2.822 -1.346 -0.313  0.116
H -1.794 -2.706 0.218  0.108
H -3.390 -3.023 -0.526  0.222
H -2.299 -4.216 2.116  0.268
H -3.927 -4.579 1.475  0.308
H -3.725 -4.107 3.173  0.365
C 0.068 -5.551 6.219  -0.989
S 0.608 -4.332 5.012  0.424
O 1.585 -3.433 5.688  -0.516
C -0.950 -3.443 4.930  -0.615
H 0.913 -6.197 6.452  0.330
H -0.268 -5.047 7.125  0.289
H -0.740 -6.148 5.794  0.366
H -1.219 -3.077 5.921  0.434
H -1.727 -4.106 4.550  0.192
H -0.832 -2.600 4.251  0.087
C 5.458 8.536 -2.291  -0.988
S 3.695 8.332 -2.012  0.396
O 3.445 6.871 -1.845  -0.546
C 3.184 8.769 -3.679  -0.989
H 5.980 8.270 -1.374  0.311
H 5.781 7.879 -3.099  0.299
H 5.666 9.576 -2.541  0.416
H 3.656 8.098 -4.397  0.301
H 3.465 9.802 -3.884  0.409
H 2.102 8.668 -3.742  0.313
C -5.567 -9.105 3.297  -0.973
S -5.012 -7.877 2.104  0.508
O -4.020 -7.004 2.796  -0.584
C -6.559 -6.968 2.033  -0.895
H -4.732 -9.765 3.521  0.332
H -5.896 -8.609 4.211  0.296
H -6.383 -9.684 2.866  0.366
H -6.823 -6.613 3.031  0.391
H -7.342 -7.616 1.643  0.385
H -6.428 -6.122 1.366  0.209
C 7.456 2.339 1.014  -0.851
S 7.765 4.083 1.344  0.455
O 6.938 4.871 0.386  -0.559
C 9.452 4.092 0.722  -0.958
H 6.428 2.116 1.295  0.244
H 7.600 2.133 -0.048  0.209
H 8.135 1.730 1.611  0.486
H 9.463 3.773 -0.321  0.289
H 10.065 3.426 1.329  0.372
H 9.835 5.107 0.797  0.333
C -0.809 3.683 6.770  -0.942
S -2.238 2.600 6.630  0.450
O -2.540 2.451 5.179  -0.515
C -3.428 3.768 7.305  -1.007
H 0.056 3.161 6.362  0.310
H -0.984 4.600 6.205  0.291
H -0.630 3.915 7.820  0.406
H -3.433 4.678 6.705  0.313
H -3.164 3.996 8.338  0.395
H -4.412 3.305 7.275  0.321
C 3.979 -1.764 7.372  -0.899
S 4.214 -0.002 7.640  0.458
O 3.383 0.718 6.635  -0.572
C 5.917 0.049 7.057  -0.939
H 2.955 -2.020 7.634  0.274
H 4.153 -2.006 6.323  0.276
H 4.667 -2.322 8.008  0.446
H 5.964 -0.309 6.028  0.285
H 6.540 -0.570 7.702  0.363
H 6.261 1.081 7.101  0.312
C -7.037 1.333 -4.946  -0.819
S -6.221 2.724 -5.746  0.585
O -7.025 3.936 -5.455  -0.655
C -6.606 2.217 -7.430  -0.925
H -6.954 1.466 -3.868  0.305
H -8.089 1.309 -5.231  0.391
H -6.543 0.405 -5.238  0.169
H -7.687 2.135 -7.553  0.326
H -6.127 1.260 -7.640  0.305
H -6.218 2.974 -8.109  0.315

Atoms 1-6, force components in eV/Å:
-0.500 0.490 -0.119
1.161 -0.814 -0.284
-0.171 0.294 0.232
-0.604 0.542 0.420
1.179 -1.368 0.304
-0.361 0.791 -0.398

=====

[2]
C35H77Ba2N3O12 | the ωB97M-V functional and the def2-TZVPD basis

The energy relative to the best compared isomer or geometry (same formula, charge and spin) is 18.157 eV. As for the net charge: +2. The max |F| is 6.62 eV/Å. The orbital gap is 0.91 eV. Its electronic energy is -2496.82093 Eh.

Last column: Mulliken charge in e.
Atoms and positions in Å:
Ba 8.904 4.541 6.300  1.828
Ba 2.600 4.557 9.941  1.780
O 3.038 1.534 3.713  -0.416
C 2.935 2.228 4.794  0.786
O 1.896 2.757 5.098  -0.696
O 3.879 2.364 5.598  -0.826
H 2.109 1.774 3.735  0.325
O 4.557 10.040 5.481  -0.433
C 5.248 8.898 5.492  0.710
O 6.179 8.745 4.689  -0.662
O 5.086 8.028 6.391  -0.721
H 4.824 10.445 4.652  0.323
C 9.150 -1.793 -0.088  -1.047
C 8.034 -1.630 0.949  -0.120
O 7.643 -0.233 1.024  -0.556
H 8.878 -1.639 -1.132  0.304
H 9.467 -2.836 -0.078  0.344
H 10.005 -1.186 0.210  0.271
H 8.394 -1.941 1.929  0.214
H 7.103 -2.155 0.734  0.291
H 6.824 -0.148 1.517  0.300
C -1.828 8.311 1.402  -1.055
C -1.136 7.522 2.509  -0.130
O -1.448 6.210 2.184  -0.495
H -1.702 9.390 1.488  0.341
H -2.892 8.076 1.388  0.265
H -1.510 7.936 0.429  0.288
H -1.397 7.813 3.527  0.292
H -0.058 7.540 2.350  0.229
H -1.173 5.632 2.900  0.266
C 4.557 -4.379 6.145  -1.078
C 5.717 -3.707 6.859  -0.102
O 6.855 -4.529 6.724  -0.505
H 3.711 -3.691 6.152  0.332
H 4.226 -5.204 6.776  0.279
H 4.726 -4.742 5.132  0.319
H 5.473 -3.615 7.917  0.233
H 5.911 -2.740 6.395  0.241
H 7.605 -4.050 7.086  0.282
C 0.474 -4.851 -0.219  -1.860
C 0.315 -6.290 -0.763  1.373
C -0.891 -6.242 -1.689  -1.204
C -1.060 -7.550 -2.485  -0.624
C 0.197 -7.811 -3.260  -1.257
C 1.485 -7.873 -2.396  1.728
N 1.532 -6.652 -1.512  0.321
O 2.753 -6.415 -0.849  -0.455
C 1.484 -9.288 -1.701  -1.649
C 2.657 -7.743 -3.389  -2.071
C -0.055 -7.208 0.414  -1.672
H 1.210 -4.809 0.584  0.401
H -0.467 -4.616 0.277  0.412
H 0.806 -4.086 -0.920  0.400
H -1.805 -6.004 -1.145  0.394
H -0.751 -5.417 -2.389  0.408
H -1.855 -7.480 -3.228  0.374
H -1.265 -8.418 -1.859  0.298
H 0.340 -7.050 -4.027  0.433
H 0.039 -8.734 -3.817  0.402
H 1.681 -10.078 -2.426  0.407
H 2.062 -9.419 -0.786  0.353
H 0.470 -9.496 -1.357  0.349
H 3.588 -8.109 -2.957  0.458
H 2.456 -8.298 -4.305  0.413
H 2.883 -6.733 -3.730  0.439
H -0.752 -6.761 1.123  0.435
H 0.825 -7.480 0.995  0.359
H -0.588 -8.116 0.130  0.300
H 3.329 -6.085 -1.542  0.332
C 1.402 1.897 -8.155  -1.861
C 1.245 1.244 -6.738  1.339
C 2.280 0.144 -6.624  -1.114
C 2.483 -0.225 -5.112  -0.668
C 2.868 1.017 -4.341  -1.247
C 1.859 2.180 -4.402  1.633
N 1.448 2.408 -5.805  0.172
O 0.472 3.426 -5.989  -0.425
C 0.729 1.775 -3.415  -1.699
C 2.608 3.411 -3.851  -1.944
C -0.159 0.544 -6.721  -1.628
H 0.494 2.464 -8.361  0.386
H 1.540 1.170 -8.956  0.409
H 2.244 2.577 -8.288  0.433
H 1.905 -0.809 -6.996  0.395
H 3.216 0.324 -7.153  0.405
H 3.279 -0.953 -4.958  0.400
H 1.499 -0.560 -4.783  0.214
H 3.868 1.318 -4.653  0.417
H 3.070 0.688 -3.321  0.468
H 1.071 1.757 -2.380  0.421
H -0.082 2.493 -3.542  0.425
H 0.208 0.837 -3.608  0.319
H 3.118 3.317 -2.893  0.346
H 3.280 3.869 -4.577  0.441
H 1.868 4.204 -3.741  0.420
H -0.285 -0.056 -7.622  0.455
H -0.968 1.264 -6.595  0.383
H -0.281 -0.100 -5.851  0.344
H -0.311 2.960 -5.687  0.359
C -8.654 4.923 0.772  -1.884
C -8.141 4.079 1.949  1.480
C -9.483 3.350 2.416  -1.224
C -9.112 2.230 3.473  -0.742
C -8.168 1.198 2.805  -1.361
C -6.958 1.813 2.054  1.658
N -7.222 3.044 1.344  0.086
O -6.158 3.541 0.642  -0.392
C -5.837 2.009 3.074  -1.799
C -6.603 0.641 1.083  -1.796
C -7.536 5.057 3.008  -1.530
H -7.866 5.493 0.279  0.392
H -9.380 5.670 1.093  0.435
H -9.181 4.333 0.023  0.423
H -10.227 4.069 2.760  0.446
H -9.907 2.784 1.587  0.408
H -10.041 1.742 3.771  0.417
H -8.603 2.639 4.345  0.302
H -8.806 0.546 2.209  0.478
H -7.813 0.490 3.554  0.418
H -4.892 2.076 2.534  0.506
H -5.894 2.883 3.721  0.298
H -5.704 1.125 3.697  0.413
H -5.702 0.807 0.492  0.350
H -6.439 -0.274 1.652  0.388
H -7.476 0.406 0.473  0.441
H -7.628 4.673 4.024  0.299
H -8.011 6.037 3.048  0.415
H -6.478 5.240 2.818  0.305
H -5.535 3.780 1.333  0.369

Atoms 1-6, force components in eV/Å:
-0.527 0.472 -0.658
-0.248 -0.021 -0.938
0.195 -0.903 -1.360
4.055 1.676 4.963
-4.691 1.350 -0.287
3.375 -0.413 1.020

=====

[3]
C35H77N4O4P2RhS5 | the ωB97M-V functional and the def2-TZVPD basis

The energy relative to the best compared isomer or geometry (same formula, charge and spin) is 0.607 eV. As for the net charge: +2. Its expectation value of S² is 6.02. The max |F| is 0.76 eV/Å. The orbital gap (spin up / spin down) is 8.92 / 6.75 eV. Its electronic energy is -4683.55776 Eh. Its spin multiplicity is 5.

Last column: Mulliken charge in e.
Atoms and positions in Å:
Rh 0.520 1.040 0.244  0.780
C 5.087 1.634 1.436  -0.910
C 4.035 1.055 2.367  -0.729
S 2.582 0.219 1.664  0.278
C 3.226 -0.975 0.468  -0.883
C 3.711 -0.452 -0.891  -1.531
S 2.746 0.929 -1.579  0.258
C 4.078 1.948 -2.260  -1.109
C 5.130 2.475 -1.261  -1.027
S 4.470 2.960 0.357  0.039
H 5.540 0.857 0.825  0.340
H 5.872 2.059 2.055  0.647
H 3.598 1.839 2.989  0.002
H 4.495 0.314 3.023  0.614
H 2.373 -1.640 0.331  -0.276
H 4.020 -1.538 0.959  0.847
H 3.674 -1.265 -1.613  0.709
H 4.740 -0.112 -0.827  0.516
H 3.563 2.779 -2.742  0.460
H 4.551 1.357 -3.045  0.495
H 5.595 3.366 -1.679  0.565
H 5.928 1.752 -1.100  0.456
C -2.942 3.805 3.266  -1.538
C -2.124 3.531 2.029  0.502
O -0.718 3.775 2.277  -0.268
P 0.417 2.671 2.091  0.797
O 1.702 3.617 2.037  -0.307
C 1.757 4.976 1.501  -0.004
C 2.105 5.939 2.609  -1.452
O 0.624 1.973 3.497  0.435
C 0.948 2.690 4.727  -0.147
C -0.082 2.383 5.785  -1.076
H -4.005 3.792 3.015  0.469
H -2.692 4.788 3.667  0.352
H -2.761 3.053 4.037  0.161
H -2.415 4.208 1.230  0.388
H -2.264 2.502 1.684  -0.336
H 0.802 5.230 1.050  0.262
H 2.522 4.970 0.731  0.336
H 1.310 5.970 3.360  0.282
H 2.231 6.945 2.200  0.447
H 3.039 5.645 3.095  0.287
H 1.017 3.756 4.528  0.120
H 1.930 2.335 5.033  0.283
H -1.071 2.725 5.475  0.136
H 0.183 2.901 6.709  0.486
H -0.124 1.311 5.988  0.215
C 1.670 -2.700 4.709  -0.979
C 0.180 -3.049 4.733  -0.615
C -0.576 -2.659 3.459  -0.189
S -0.579 -0.862 3.241  1.216
O -0.673 -0.578 1.732  -0.824
C -2.194 -0.477 3.998  -0.839
C -3.358 -0.416 3.020  0.272
C -3.845 -1.786 2.557  -1.235
H 2.129 -2.924 5.672  0.437
H 1.837 -1.642 4.491  0.093
H 2.191 -3.288 3.948  0.268
H -0.300 -2.581 5.600  0.267
H 0.068 -4.127 4.862  0.463
H -1.608 -3.009 3.480  0.497
H -0.084 -3.043 2.565  -0.230
H -2.038 0.490 4.483  0.039
H -2.355 -1.222 4.784  0.623
H -3.060 0.184 2.160  -0.408
H -4.169 0.112 3.524  0.619
H -3.091 -2.278 1.938  -0.026
H -4.760 -1.695 1.967  0.453
H -4.074 -2.430 3.411  0.418
C -2.008 3.197 -1.530  -0.690
S -0.283 3.320 -1.025  0.310
C 0.483 3.429 -2.650  -0.573
H -2.315 4.143 -1.974  0.647
H -2.607 2.998 -0.644  0.093
H -2.131 2.383 -2.245  -0.160
H 0.141 2.611 -3.284  -0.025
H 1.559 3.360 -2.502  -0.037
H 0.239 4.392 -3.096  0.569
N -0.045 -0.184 -1.162  0.165
P -0.768 -1.389 -1.957  -1.508
N -2.373 -1.407 -1.631  0.697
C -3.099 -0.194 -1.192  0.255
C -3.908 0.409 -2.333  -0.667
C -4.868 -0.632 -2.910  -1.246
C -4.112 -1.890 -3.337  -0.361
C -3.269 -2.438 -2.191  -0.532
N -0.350 -1.186 -3.521  1.248
C -0.067 0.185 -4.009  0.973
C 0.504 0.133 -5.426  -1.359
C 1.415 -1.082 -5.587  -0.561
C 0.610 -2.390 -5.438  -0.867
C -0.635 -2.179 -4.572  -0.702
N -0.264 -2.921 -1.634  0.778
C 1.084 -3.354 -2.057  -0.010
C 1.057 -4.825 -2.455  -1.055
C 0.535 -5.676 -1.295  -0.925
C -0.825 -5.163 -0.820  -0.941
C -0.744 -3.684 -0.466  -0.453
H -2.389 0.514 -0.781  -0.414
H -3.784 -0.483 -0.392  0.169
H -3.225 0.755 -3.120  0.208
H -4.465 1.277 -1.970  0.401
H -5.411 -0.216 -3.758  0.502
H -5.611 -0.894 -2.147  0.389
H -3.461 -1.656 -4.184  -0.004
H -4.811 -2.663 -3.663  0.437
H -2.677 -3.293 -2.514  0.069
H -3.929 -2.780 -1.386  0.491
H 0.664 0.635 -3.336  -0.754
H -0.973 0.808 -3.997  -0.248
H 1.050 1.057 -5.616  0.493
H -0.304 0.084 -6.160  0.447
H 2.206 -1.035 -4.831  0.148
H 1.902 -1.056 -6.560  0.513
H 1.241 -3.168 -5.004  0.212
H 0.288 -2.753 -6.415  0.491
H -0.945 -3.117 -4.113  0.224
H -1.466 -1.831 -5.191  0.604
H 1.787 -3.238 -1.220  0.024
H 1.426 -2.723 -2.874  0.214
H 2.062 -5.138 -2.742  0.446
H 0.407 -4.951 -3.328  0.324
H 1.252 -5.630 -0.466  0.270
H 0.460 -6.721 -1.597  0.507
H -1.173 -5.732 0.046  0.389
H -1.564 -5.291 -1.620  0.256
H -0.041 -3.544 0.362  -0.005
H -1.707 -3.296 -0.156  0.438

Atoms 1-6, force components in eV/Å:
0.116 -0.001 -0.336
-0.189 0.066 -0.082
-0.100 0.021 -0.068
-0.033 -0.294 0.101
0.016 0.235 -0.059
-0.129 0.098 0.115